Here is an isolated molecule of C4H8N2OS at a distorted geometry from the Open Molecules 2025 dataset. Energies are from ωB97M-V with the def2-TZVPD basis set.

- Kohn-Sham gap (Ha) = 0.3459
- structure (SMILES) = N/N=C\[C@@H]1OCCS1
- ΔE to the lowest compared entry with this formula, charge and spin (kcal/mol) = 94.0
- energy (eV) = -20136.758

```
16
Properties=species:S:1:pos:R:3:forces:R:3:nbo_charge:R:1
C 1.0583 -0.8333 -0.9830 1.534 0.996 0.878 0.0621
C -0.0734 0.2154 -0.5466 3.873 -1.449 1.077 -0.0982
C -0.3201 0.5643 2.1515 0.919 2.396 1.128 -0.5526
C -0.1501 1.8112 1.2256 0.185 -2.136 -2.109 -0.0929
H -0.5217 -2.6281 -2.9878 1.047 2.241 0.522 0.3584
H -1.0003 -2.0035 -1.6174 0.920 1.468 -2.307 0.3265
H 2.1270 -0.9243 -0.4755 -2.559 0.916 -0.571 0.2191
H -0.6334 0.5674 -1.3564 -1.541 -0.144 -1.117 0.2160
H 0.7456 0.4235 2.6048 -1.983 -0.431 -0.847 0.2240
H -1.0083 0.9482 3.1096 1.126 -1.814 -2.818 0.2532
H -1.1154 2.1306 0.7788 0.419 0.451 0.983 0.1853
H 0.5540 2.5525 1.5772 -0.447 0.409 0.314 0.2140
N -0.3705 -1.6675 -2.4905 -2.573 -3.945 2.215 -0.6683
N 0.9043 -1.7298 -1.8392 0.004 -0.496 -1.350 -0.2843
O 0.5737 1.2776 0.0361 0.682 1.781 1.375 -0.5390
S -0.7697 -0.7044 0.8129 -1.606 -0.243 2.628 0.1767
```
Forces are in eV/Å.

***

Here is a cluster of 3 separate species, C2H9NO2 in total at a distorted geometry from the Open Molecules 2025 dataset. Energies are from ωB97M-V with the def2-TZVPD basis set.

- Kohn-Sham gap (Ha) = 0.3197
- structure (SMILES) = C=CN.O.O
- ΔE to the lowest compared entry with this formula, charge and spin (kcal/mol) = 25.6
- energy (eV) = -7803.616

```
14
Properties=species:S:1:pos:R:3:forces:R:3:nbo_charge:R:1
C -0.6908 2.6914 -0.3597 -3.419 -0.151 -0.622 -0.5257
C -1.8782 2.0084 -0.3906 1.597 -0.886 -1.923 0.0152
N -1.9503 0.6281 -0.1986 0.963 0.924 1.375 -0.8158
H 0.2226 2.2242 -0.1631 1.124 -0.802 0.665 0.1913
H -0.6364 3.6784 -0.7586 -0.131 0.601 0.088 0.2068
H -2.8097 2.1956 -0.9552 0.543 1.561 0.874 0.1958
H -1.0754 0.1492 -0.1732 0.108 -0.328 0.071 0.3542
H -2.7219 0.1803 -0.5980 -0.808 -0.832 -0.491 0.3777
H 3.1977 -2.5256 1.7667 0.328 -0.203 0.304 0.4607
H 2.5847 -1.5280 0.8549 1.064 0.213 0.604 0.4723
O 3.3485 -1.6209 1.4823 -1.430 -0.042 -0.985 -0.9336
H 0.1687 -2.9728 0.0895 0.009 0.441 -0.492 0.4748
H -0.1539 -1.6264 -0.6573 0.842 -1.397 0.026 0.4659
O 0.4377 -2.4255 -0.6715 -0.791 0.902 0.507 -0.9396
```
Forces are in eV/Å.

***

Here is a cluster of 2 separate species, C8H14NO in total at a distorted geometry from the Open Molecules 2025 dataset. Energies are from ωB97M-V with the def2-TZVPD basis set.

- Kohn-Sham gap (Ha) = 0.3236
- ΔE to the lowest compared entry with this formula, charge and spin (kcal/mol) = 131.0
- energy (eV) = -12048.606
- total charge = +1

```
24
Properties=species:S:1:pos:R:3:forces:R:3:nbo_charge:R:1
C -0.1195 -1.7844 -1.1696 0.044 -1.755 -2.194 -0.4360
C 1.0590 1.0042 -1.3097 -0.274 0.183 1.347 0.1451
C -0.6004 -0.7580 -0.5999 -0.806 0.636 0.967 0.4732
C 2.7864 -0.5466 -0.0963 0.221 -2.325 1.392 -0.4098
C 2.3050 0.3884 1.0538 -0.504 0.631 -2.125 -0.4296
C 1.7137 0.3593 -0.3158 -0.756 0.880 -1.998 -0.1115
C -2.6182 0.6002 -0.5023 2.638 -0.149 -2.651 -0.4082
C -1.4183 -0.1410 1.5421 -2.045 0.952 2.315 -0.4305
N -1.4756 -0.1613 0.0931 0.168 1.252 0.237 -0.3552
O 0.2164 2.0513 -1.0375 0.519 0.742 2.052 -0.6798
H -0.6820 -2.7048 -1.2956 -0.517 0.060 0.674 0.2729
H 0.6488 -1.8042 -1.9068 1.163 0.416 0.239 0.2659
H 1.0562 0.7847 -2.3861 0.270 -0.112 0.632 0.2223
H 3.7614 -0.4840 -0.5727 -0.260 0.059 0.053 0.2541
H 2.4264 -1.5979 0.2441 1.102 1.586 -1.090 0.2229
H 1.7184 -0.2809 1.6299 -0.158 0.412 1.724 0.2251
H 2.7303 1.3706 1.3177 0.022 -1.034 0.425 0.2569
H -3.3712 -0.0768 -0.6186 -1.960 -2.391 -0.926 0.2196
H -3.1174 1.2461 0.1374 0.297 1.973 1.469 0.2385
H -2.3134 1.0107 -1.5195 -0.468 -0.262 1.660 0.2535
H -0.7631 -0.9219 1.9968 -0.543 0.656 -0.670 0.2447
H -1.1735 0.9098 1.9800 -0.199 -1.795 -0.999 0.2387
H -2.5476 -0.3244 1.8378 2.354 0.142 -0.139 0.2378
H 0.3728 2.3654 -0.0724 -0.309 -0.755 -2.393 0.4895
```
Forces are in eV/Å.

***

Here is a structure of composition C2H5IN2 at a distorted geometry from the Open Molecules 2025 dataset. Energies are from ωB97M-V with the def2-TZVPD basis set.

- Kohn-Sham gap (Ha) = 0.2890
- ΔE to the lowest compared entry with this formula, charge and spin (kcal/mol) = 57.9
- energy (eV) = -13231.943

```
10
Properties=species:S:1:pos:R:3:forces:R:3:nbo_charge:R:1
C -0.0680 -0.9931 0.3799 3.529 1.698 -2.942 -0.2921
C -0.7476 -0.0535 -0.5111 -1.416 -0.024 -0.911 0.0660
N 0.0622 0.4800 0.4808 -1.963 0.552 -1.671 -0.2584
N 1.1510 1.2355 -0.0201 -0.593 0.411 1.989 -0.6356
I -3.4126 -0.0807 0.0152 2.231 0.129 -0.523 -0.2407
H -0.6134 -1.3897 1.1012 -2.061 -1.819 3.351 0.2184
H 0.9216 -1.4099 0.1498 -0.757 -0.580 -0.484 0.1962
H -0.6672 0.0867 -1.6471 -0.159 -0.028 2.067 0.2412
H 1.6733 0.8415 -0.7692 0.329 -0.917 -0.686 0.3390
H 1.7007 1.2830 0.8206 0.860 0.577 -0.190 0.3660
```
Forces are in eV/Å.

***

Here is a structure of composition C10H7Cl3CoN2O2S3Se from the Open Molecules 2025 dataset. Energies are from ωB97M-V with the def2-TZVPD basis set.

- Kohn-Sham gap (spin up / spin down) (Ha) = 0.1963 / 0.2147
- 2S+1 = 4
- ΔE to the lowest compared entry with this formula, charge and spin (kcal/mol) = 0.0
- expectation value of S² = 3.759
- energy (eV) = -190609.923
- total charge = -2

```
29
Properties=species:S:1:pos:R:3:forces:R:3:nbo_charge:R:1
Co -0.7936 -0.0152 -0.8830 -0.073 0.283 -0.151 1.2809
Cl 0.0060 -4.0149 5.1512 0.024 0.060 -0.068 -0.0724
C 0.1818 -2.9457 3.7645 -0.109 -0.093 0.045 -0.0921
C -0.8628 -2.8133 2.8639 0.059 -0.008 0.063 -0.2359
C -0.7126 -1.9720 1.7848 -0.078 0.022 -0.113 -0.1365
Cl -2.0301 -1.8046 0.6603 -0.024 -0.110 0.152 0.0405
C 0.4645 -1.2128 1.5186 -0.005 -0.069 0.068 0.4183
O 0.6078 -0.4297 0.5314 0.028 -0.006 -0.074 -0.8098
C 1.4812 -1.4108 2.4907 0.111 0.051 -0.015 -0.1309
Cl 2.9787 -0.5346 2.2827 -0.062 -0.034 0.004 -0.0386
C 1.3573 -2.2459 3.5808 0.069 -0.016 0.081 -0.2520
H -1.7850 -3.3576 3.0002 -0.044 -0.026 0.001 0.2258
H 2.1749 -2.3442 4.2798 0.027 -0.005 0.021 0.2202
S -3.8099 3.4705 -0.8322 0.152 -0.177 0.009 -0.3205
C -2.8157 2.1153 -0.7099 -0.144 0.033 0.025 -0.5003
S -1.6165 1.9167 0.5398 -0.109 0.040 -0.018 -0.3949
S -2.8608 0.7824 -1.8121 0.027 0.105 0.016 -0.3312
C 2.1801 2.7383 -2.9070 -0.015 0.039 -0.055 -0.7006
C 0.9920 2.3743 -2.0459 -0.033 0.098 -0.019 0.6917
N 0.3817 3.3624 -1.3934 0.085 0.248 -0.039 -0.8113
O 0.6505 1.2017 -1.9639 0.116 -0.435 0.016 -0.6832
H 2.0709 3.7200 -3.3684 -0.014 0.023 -0.004 0.2001
H 2.2925 1.9760 -3.6728 0.015 0.005 -0.017 0.2388
H 3.0766 2.7457 -2.2861 0.012 -0.027 0.028 0.2256
H 0.6685 4.3134 -1.5316 -0.020 -0.012 0.036 0.3769
H -0.3613 3.1276 -0.7192 -0.045 -0.021 -0.001 0.4368
Se -0.0518 -1.9196 -2.5471 -0.160 -0.160 -0.061 -0.3994
C -1.4937 -3.0484 -2.7909 0.461 0.439 0.102 0.0671
N -2.3711 -3.7750 -2.9853 -0.254 -0.248 -0.032 -0.5129
```
Forces are in eV/Å.

***

Here is a structure of composition C3H7BO3 at a distorted geometry from the Open Molecules 2025 dataset. Energies are from ωB97M-V with the def2-TZVPD basis set.

- Kohn-Sham gap (Ha) = 0.3064
- ΔE to the lowest compared entry with this formula, charge and spin (kcal/mol) = 103.2
- energy (eV) = -10041.510

```
14
Properties=species:S:1:pos:R:3:forces:R:3:nbo_charge:R:1
B 0.6745 0.0081 0.7508 -1.893 0.250 -3.470 0.8564
C -0.2583 -1.2471 0.7685 -0.642 2.334 1.861 -0.3976
C -1.3003 -0.0997 -1.0026 1.784 4.169 1.056 -0.0865
C 0.0587 1.1451 -0.2065 -2.553 -3.072 -0.035 -0.1799
O -1.4008 -0.9847 0.0392 -2.153 -0.715 -1.048 -0.5449
O 1.9360 -0.0570 1.0344 4.225 -1.705 2.870 -0.8540
O 0.6469 1.9431 -1.1336 1.831 0.060 -0.608 -0.6858
H 0.2451 -2.0728 0.3618 0.845 -1.675 0.093 0.1917
H -0.6187 -1.2601 1.8160 0.379 -1.269 -0.153 0.2058
H -2.1766 0.6088 -0.9943 0.654 -1.104 -0.290 0.1797
H -1.0262 -0.4003 -2.0588 -0.023 -0.180 1.330 0.1643
H -0.5402 1.7643 0.4365 -0.919 0.359 0.087 0.1812
H 2.2776 -0.8619 1.5859 -1.082 2.104 -1.658 0.4998
H 1.4823 1.5141 -1.3972 -0.453 0.443 -0.035 0.4698
```
Forces are in eV/Å.